No. 1
Below is a cluster of 6 separate species, CH14O5 in total in a non-equilibrium geometry, with properties calculated with wB97M-V/def2-TZVPD.

```
20
Properties=species:S:1:pos:R:3:forces:R:3
C -0.607304 -0.237209 3.102627 0.1 1.0 1.3
H 0.275243 0.423815 2.925915 -0.7 -0.5 -0.1
H -0.962703 -0.017179 4.140178 0.5 -0.3 -0.6
H -0.298866 -1.282428 3.052174 -0.3 0.2 -0.2
H -1.460113 0.048482 2.483229 0.4 -0.3 -0.4
H -0.977655 -0.171908 -1.051316 -0.3 0.1 -0.5
H -0.473137 -0.619777 -2.467988 -0.1 0.3 0.0
O -0.318389 -0.708093 -1.525666 0.4 -0.5 0.4
H 0.239243 2.822709 1.652347 -0.3 0.3 -0.1
H 1.033658 1.893907 0.782021 -0.1 0.2 -0.7
O 0.355055 2.603261 0.719378 0.5 -0.4 0.7
H 0.208545 -2.712843 -1.326677 0.0 -0.1 0.0
H 0.375969 -3.346833 -2.674463 0.1 -0.2 0.1
O 0.445967 -3.559504 -1.736417 -0.1 0.3 -0.1
H 2.284405 -0.258923 0.294727 0.5 0.3 0.1
H 1.127964 0.140614 -0.503405 0.0 0.3 -0.7
O 1.967997 0.517408 -0.186208 -0.4 -0.6 0.5
H -0.972725 1.805698 -0.104730 -0.2 -0.8 0.1
H -2.367513 2.018390 -0.526842 0.1 -1.2 -0.2
O -1.745661 1.262147 -0.426843 -0.1 2.1 0.4
```
Forces are in eV/Å.

Energy relative to the best compared isomer or geometry (same formula, charge and spin): 7.1 kcal/mol
HOMO-LUMO gap: 0.4196 Ha
E: -11502.0918 eV
SMILES: C.O.O.O.O.O
HOMO energy: -11.00 eV
Molar mass: 106.12 g/mol


No. 2
Below is a structure of composition C33H41N5O7ReSe in a non-equilibrium geometry, with properties calculated with wB97M-V/def2-TZVPD.

```
88
Properties=species:S:1:pos:R:3:forces:R:3
Re -0.834060 0.363227 0.551591 1.8 -0.6 -0.6
C -3.480021 -3.600267 0.728439 0.0 0.0 -0.3
N -2.963051 -3.047194 -0.540569 -0.1 -0.1 0.1
C -3.225423 -3.853864 -1.743576 0.0 0.1 0.2
C -2.331997 -1.905831 -0.568514 0.0 -0.2 -0.1
O -2.147681 -1.228768 0.492073 0.0 0.5 0.1
C -1.794948 -1.368487 -1.878432 0.1 -0.2 0.0
O -1.093909 -0.148923 -1.641483 -0.1 0.5 0.3
C -1.467589 0.977587 -2.444288 0.0 -0.1 0.1
C -2.040544 2.027815 -1.510667 0.0 0.3 -0.2
O -2.244728 1.703324 -0.308782 -0.5 -0.1 0.6
N -2.283521 3.233647 -1.949562 -0.1 0.2 0.0
C -2.717619 4.304685 -1.022200 0.1 -0.2 -0.3
C -2.119616 3.608854 -3.363458 -0.1 0.0 0.2
H -4.493248 -3.957225 0.558044 0.0 0.0 0.0
H -2.852011 -4.433513 1.039250 0.0 0.0 0.0
H -3.486946 -2.838578 1.496011 0.0 0.1 0.0
H -4.285597 -3.814781 -1.986118 0.0 0.0 0.0
H -2.652297 -3.507437 -2.597133 0.0 0.0 0.0
H -2.949654 -4.886215 -1.540485 0.0 0.0 0.0
H -1.100893 -2.082598 -2.321091 0.2 0.0 0.0
H -2.622488 -1.198420 -2.564599 -0.1 0.0 -0.1
H -0.584543 1.342880 -2.961921 0.2 0.0 0.0
H -2.215003 0.689254 -3.181913 0.0 0.0 -0.1
H -2.381831 4.085859 -0.015095 0.1 -0.1 0.0
H -2.267479 5.234428 -1.362838 0.0 0.0 0.0
H -3.803318 4.401460 -1.037881 0.0 0.0 0.0
H -2.152772 2.739123 -4.013691 0.0 0.0 0.0
H -2.940079 4.264371 -3.642431 0.0 0.0 0.0
H -1.179583 4.138560 -3.506788 0.0 0.0 0.0
O 1.513972 -2.344812 2.350507 -0.1 0.1 0.0
C 0.823488 -1.406113 2.094740 0.2 -0.1 -0.7
O 0.557793 -0.976977 0.832690 -0.5 0.4 1.0
C 0.127378 -0.580311 3.125766 0.1 -0.1 0.0
C 0.351673 -0.781991 4.483525 0.2 -0.2 -0.1
C -0.346384 -0.014878 5.368771 -0.1 0.1 0.2
C -1.275905 0.935033 4.904073 0.0 0.1 0.3
C -2.033841 1.734645 5.802005 0.2 -0.2 0.0
C -2.935705 2.632373 5.327596 -0.2 0.1 -0.2
C -3.122776 2.771427 3.927877 -0.1 0.2 0.3
C -2.407144 2.027271 3.041738 0.2 -0.1 -0.1
C -1.461377 1.092903 3.516375 0.1 -0.1 -0.4
N -0.719555 0.315221 2.637210 -0.7 0.8 0.1
H 1.067906 -1.535873 4.783233 0.0 0.0 0.0
H -0.199132 -0.132289 6.436679 0.0 0.0 0.0
H -1.879846 1.608993 6.868280 0.0 0.0 -0.1
H -3.512760 3.242036 6.012108 0.0 0.0 -0.1
H -3.839622 3.495577 3.559081 0.0 -0.1 0.0
H -2.540417 2.164955 1.978589 0.0 0.0 0.0
C 1.931076 -2.834464 -4.797101 0.1 -0.4 0.3
N 2.300614 -3.782111 -3.738761 0.1 0.5 -0.5
C 2.664265 -5.096700 -3.959051 0.0 -0.2 0.0
C 3.006449 -5.615613 -2.761298 0.0 0.0 -0.2
N 2.865690 -4.605500 -1.832432 0.3 -0.1 0.7
C 3.183358 -4.721863 -0.395260 -0.1 0.0 -0.6
C 2.439207 -3.474687 -2.432380 -0.1 0.1 0.3
Se 2.096001 -1.882963 -1.529425 -0.2 -0.3 -0.6
H 2.570274 -3.002944 -5.657706 0.0 0.0 -0.1
H 2.077383 -1.825553 -4.430689 0.0 0.1 0.1
H 0.890718 -2.975900 -5.083138 -0.1 0.0 0.0
H 2.657459 -5.541676 -4.941011 0.0 0.1 0.1
H 3.347996 -6.602065 -2.493992 0.0 0.1 0.0
H 3.906665 -5.522471 -0.272247 0.0 0.0 0.0
H 2.283251 -4.936775 0.174991 -0.1 0.0 0.0
H 3.598432 -3.781548 -0.050331 0.0 0.0 0.0
C 6.645444 1.113070 1.740011 -0.2 0.1 0.0
C 5.199766 1.534054 1.605410 0.3 -0.1 0.0
C 4.559326 1.525887 0.377139 -0.1 0.0 -0.2
C 3.222878 1.883253 0.229935 0.0 -0.1 -0.3
C 2.677624 1.858705 -1.188366 -0.1 0.1 0.3
C 2.503523 2.293348 1.368742 -0.4 -0.3 -0.1
C 3.150462 2.365999 2.617537 0.1 0.1 0.3
C 2.478071 2.842202 3.888392 0.0 -0.2 -0.1
C 4.476650 1.961969 2.708723 -0.1 0.2 0.2
C 1.041144 2.597183 1.322957 0.9 0.4 0.0
O 0.452295 3.407467 1.974657 -0.3 -0.3 -0.1
O 0.337409 1.840129 0.386431 -0.7 -0.9 0.1
H 7.044286 0.739090 0.797194 -0.1 0.0 0.0
H 6.751740 0.328059 2.489266 0.0 0.0 0.0
H 7.269954 1.949609 2.060248 -0.1 0.0 0.0
H 5.123475 1.240881 -0.507374 -0.1 0.0 0.1
H 3.511849 1.844705 -1.888615 -0.1 0.0 0.0
H 2.066129 2.735019 -1.411322 0.0 0.1 0.1
H 2.067318 0.973541 -1.379503 0.1 0.0 0.0
H 1.684083 2.154748 4.198978 0.0 0.0 0.0
H 2.019077 3.817902 3.774154 0.0 0.1 0.0
H 3.213370 2.888849 4.689624 0.0 0.0 0.0
H 4.970292 2.012599 3.676477 -0.1 0.0 -0.1
```
Forces are in eV/Å.

HOMO-LUMO gap (spin up / spin down): 0.1745 / 0.1725 Ha
E: -124134.4850 eV
Spin multiplicity: 2
Net charge: +2
HOMO energy (spin up / spin down): -11.35 / -11.35 eV
Molar mass: 884.89 g/mol
⟨S²⟩: 1.113


No. 3
Below is a cluster of 17 separate species, C4H38O17 in total in a non-equilibrium geometry, with properties calculated with wB97M-V/def2-TZVPD.

```
59
Properties=species:S:1:pos:R:3:forces:R:3
C 1.568674 0.582513 1.561408 0.7 0.4 0.2
C 2.382014 1.077526 0.633675 -0.3 0.0 -1.1
O 2.349413 0.609809 -0.678843 0.7 -0.4 1.1
C 3.370889 2.166624 0.677353 -0.3 -0.3 0.5
C 3.286259 3.287021 1.389512 -0.1 -0.3 -1.2
H 0.973324 -0.286805 1.357540 -0.6 -0.1 0.0
H 1.569392 1.030149 2.542604 0.0 -0.2 0.1
H 2.183949 1.842343 -1.927676 0.3 -0.1 0.2
H 4.188528 1.962779 -0.005917 0.2 0.3 0.1
H 2.375319 3.526159 1.922198 0.2 0.1 0.3
H 4.056359 4.017355 1.193248 0.0 0.3 0.5
H -2.146101 -3.301677 3.337135 0.0 -0.3 0.0
H -1.926837 -2.247857 2.233822 0.4 -0.1 0.2
O -2.044085 -2.361671 3.197462 -0.4 0.5 0.0
H -1.281755 -1.507913 -0.014716 0.1 0.1 0.1
H -0.137456 -2.454161 0.432257 -0.6 -0.2 0.4
O -0.920133 -1.953452 0.759707 0.2 0.2 -0.6
H 1.496211 3.169113 -2.156439 -0.1 0.1 -0.4
H 1.449583 0.764213 -3.944934 0.2 0.5 -0.2
O 2.118202 2.556084 -2.573393 0.1 0.3 -0.1
H 3.691373 -1.678133 2.079670 0.0 0.1 0.0
H 2.816740 -1.698829 0.834166 0.1 0.0 -0.1
O 3.587949 -2.117865 1.230467 0.0 -0.2 0.1
H -0.523734 2.019591 4.225022 -0.1 0.4 -0.1
H -0.818224 0.594351 3.977165 -0.5 -0.1 -0.3
O -1.129719 1.472986 3.712100 0.6 -0.3 0.5
H 1.639926 -3.944874 0.928558 -0.5 0.4 0.5
H 1.138186 -4.393402 -0.320716 -0.6 0.2 -0.5
O 0.770343 -4.017516 0.493213 1.2 -0.5 0.1
H 0.639507 4.045021 -0.662499 -0.1 0.2 0.0
H -0.771897 3.930855 -1.195745 0.1 -0.1 -0.2
O 0.122735 4.183732 -1.468837 -0.1 -0.1 0.5
H -3.240151 3.840006 2.286068 -0.1 0.2 -0.4
H -2.428839 2.783834 2.975258 0.4 -0.3 -0.3
O -2.492736 3.256456 2.130306 -0.3 0.0 0.5
H -0.132071 -1.633162 -3.555748 0.1 0.3 -0.4
H 1.136993 -1.629709 -4.486514 -0.5 0.1 0.0
O 0.757321 -1.980857 -3.674457 0.5 -0.4 0.4
H -2.463642 1.038605 -0.351539 0.0 0.1 0.1
H -1.945973 2.140515 0.606410 -0.2 0.0 0.1
O -1.822340 1.752478 -0.272559 0.0 0.2 -0.1
H -5.452463 -1.731736 0.160022 0.2 0.0 0.1
H -4.402882 -2.695286 0.719037 0.0 0.1 0.0
O -4.524893 -1.987315 0.077218 -0.1 0.0 -0.2
H 1.935398 -2.832562 -2.206945 0.2 0.0 -0.4
H 3.339215 -3.496643 -1.962892 0.1 0.1 -0.3
O 2.485988 -3.313382 -1.574283 -0.4 -0.1 0.5
H 1.594838 0.010016 -0.762722 -0.5 0.0 -0.1
H -0.427989 1.078417 -1.409341 -0.3 -0.5 0.6
O -0.077604 0.186014 -1.592497 0.4 0.3 -0.5
H 0.490755 0.406422 -2.359418 -0.7 -0.5 0.0
H 0.494097 1.940254 -4.167827 0.3 -0.4 0.1
O 0.542655 0.971599 -4.192779 -0.3 -0.2 -0.4
H -3.587012 -0.764905 3.696519 0.4 -0.2 -0.2
H -4.062384 0.574804 3.105399 0.3 0.1 -0.2
O -4.315883 -0.140520 3.684347 -0.5 0.0 0.3
H -2.136414 -2.156987 -2.361113 -0.3 -0.2 -0.1
H -3.641268 -2.402055 -2.329500 0.1 0.0 0.0
O -2.856439 -2.553280 -2.874283 0.2 0.2 0.2
```
Forces are in eV/Å.

Energy relative to the best compared isomer or geometry (same formula, charge and spin): 77.0 kcal/mol
HOMO-LUMO gap: 0.3356 Ha
E: -39572.2676 eV
HOMO energy: -9.12 eV
Molar mass: 358.33 g/mol